(1)
{"formula": "C31H49FKN13O3", "method": "ωB97M-V/def2-TZVPD", "elements": ["K", "F", "O", "O", "O", "N", "N", "N", "N", "N", "N", "N", "N", "N", "N", "N", "N", "N", "C", "C", "C", "C", "C", "C", "C", "C", "C", "C", "C", "C", "C", "C", "C", "C", "C", "C", "C", "C", "C", "C", "C", "C", "C", "C", "C", "C", "C", "C", "C", "H", "H", "H", "H", "H", "H", "H", "H", "H", "H", "H", "H", "H", "H", "H", "H", "H", "H", "H", "H", "H", "H", "H", "H", "H", "H", "H", "H", "H", "H", "H", "H", "H", "H", "H", "H", "H", "H", "H", "H", "H", "H", "H", "H", "H", "H", "H", "H", "H"], "coordinates": [[-1.0445, -0.5789, -0.3146], [-1.6751, 5.1950, 3.4418], [-1.8053, 1.7089, 0.1476], [-4.8387, 0.4202, -2.6578], [-2.7152, 0.0030, -2.0428], [4.1502, 3.4209, -0.2859], [1.1784, 4.1591, 4.4237], [1.9583, 2.9039, 0.3624], [-2.2139, -3.0595, -1.0315], [-5.0878, 3.9616, -0.6838], [0.8707, 6.4907, 3.6197], [0.3165, 2.3655, 2.9418], [0.8213, -2.5759, -0.4545], [3.3738, 1.1860, -0.1417], [-3.6081, 7.1178, 2.7593], [0.1562, -0.8258, 2.1074], [1.0096, 0.1793, -1.8551], [-3.7911, 9.5695, 2.9367], [-2.4767, 4.9667, 2.3864], [3.8271, 4.8351, -0.2998], [-4.3598, 5.5668, 1.0349], [5.8115, 1.6729, -0.3513], [-2.4797, 7.6023, 3.5585], [-4.8564, 2.7812, -1.3420], [-4.8661, 7.4279, 3.4118], [0.1670, -3.8274, -0.8332], [-2.7731, 9.0681, 3.9209], [-2.2818, 3.8366, 1.6520], [-3.1404, 3.5341, 0.6068], [1.3981, -2.6031, 0.8995], [-5.8649, 5.8801, -2.0486], [-1.0788, -3.7025, -1.7192], [1.3157, -1.0963, -2.4888], [-3.4852, 5.8745, 2.0720], [-5.1274, 8.9301, 3.2004], [5.3685, 2.9968, -0.9440], [2.8286, 5.1453, 0.7963], [-3.7923, 0.6486, -2.0399], [-6.2325, 4.7734, -1.0700], [1.8033, -2.1077, -1.4429], [1.0041, 5.3843, 3.9620], [4.6770, 0.6725, -0.5166], [1.4720, -1.2403, 1.5978], [-2.8327, 2.3018, -0.1547], [-4.2227, 4.3657, 0.3176], [3.1933, 2.4618, -0.0293], [1.5968, 4.2999, 0.5507], [-3.8113, 1.9368, -1.1620], [0.7291, 3.2151, 3.6254], [-5.6749, 6.8461, 2.9792], [5.2221, 2.8965, -2.0297], [-6.9649, 4.1031, -1.5172], [4.6487, 0.3321, -1.5618], [4.7573, 5.3894, -0.1565], [-5.1080, 6.5446, -1.6292], [-4.8298, 7.1939, 4.4840], [-0.1546, -4.3330, 0.0784], [2.4106, -3.0379, 0.8773], [1.8572, -0.4857, 0.9077], [2.5741, 6.2049, 0.8025], [0.1872, 0.1453, 2.4165], [2.6249, -1.6199, -0.9109], [2.2334, -2.9710, -1.9740], [-1.4786, 3.1517, 1.9003], [1.4158, 2.2378, 0.8977], [-1.3610, -4.7242, -1.9875], [-0.0864, -1.3748, 2.9237], [-5.4607, 5.4523, -2.9660], [-1.8857, 9.6930, 3.8628], [1.8346, 0.5788, -1.4063], [3.4151, 5.1361, -1.2753], [2.2136, -1.3242, 2.4029], [-0.8296, -3.1993, -2.6574], [-5.5602, 9.4141, 4.0736], [-1.5629, 7.5285, 2.9751], [-3.4922, 9.2325, 2.0165], [1.0628, 4.6730, -0.3327], [6.1210, 3.7720, -0.7869], [6.0286, 1.8204, 0.7094], [0.4299, -1.4702, -3.0073], [2.1149, -1.0191, -3.2412], [0.7849, -3.2563, 1.5241], [0.9133, 4.3600, 1.3942], [-5.7496, 9.1267, 2.3290], [-3.0576, -3.5930, -1.1953], [0.6268, 0.8550, -2.5036], [-5.5962, 2.5017, -2.0838], [0.8827, -4.4944, -1.3441], [-6.6952, 5.1798, -0.1679], [-5.1212, 6.2891, 0.7684], [-3.8545, 10.5847, 2.9233], [-2.4194, -2.1562, -1.4604], [-6.7443, 6.4727, -2.3052], [4.8825, -0.2201, 0.0830], [3.2570, 4.9013, 1.7700], [-3.2199, 9.1779, 4.9074], [-2.3209, 7.0420, 4.4813], [6.7216, 1.3166, -0.8380]], "gap_ha": 0.2198, "max_force_ev_per_a": 0.5, "e_tot_ev": -77498.5662, "relative_energy_kcal_mol": 40.67, "homo_energy_ha": -0.2665}

***

(2)
{"formula": "C31H50BF2NO8Si", "method": "ωB97M-V/def2-TZVPD", "elements": ["Si", "F", "F", "O", "O", "O", "O", "O", "O", "O", "O", "N", "C", "C", "C", "C", "C", "C", "C", "C", "C", "C", "C", "C", "C", "C", "C", "C", "C", "C", "C", "C", "C", "C", "C", "C", "C", "C", "C", "C", "C", "C", "C", "B", "H", "H", "H", "H", "H", "H", "H", "H", "H", "H", "H", "H", "H", "H", "H", "H", "H", "H", "H", "H", "H", "H", "H", "H", "H", "H", "H", "H", "H", "H", "H", "H", "H", "H", "H", "H", "H", "H", "H", "H", "H", "H", "H", "H", "H", "H", "H", "H", "H", "H"], "coordinates": [[-4.3915, -1.1193, -1.4667], [2.8197, 0.4086, 6.1099], [4.4730, -7.0688, -0.0510], [1.5077, -3.7691, 0.1837], [1.2822, -5.8811, -0.5694], [2.1246, 3.9023, 3.8707], [2.8708, 4.6490, 1.9236], [0.4402, 2.5691, 7.3598], [3.2057, -5.2453, 0.3682], [0.9158, 0.3873, 7.3295], [-0.7700, 1.1522, 8.6251], [4.2160, -1.3684, -2.6035], [-3.8643, 0.3488, -2.5257], [-1.0401, -3.6844, -1.6618], [-6.0948, -1.6346, -2.1064], [3.5504, 2.4317, 2.6972], [2.1272, 5.2008, -0.3394], [-3.2572, 0.9419, 1.7810], [-2.8082, -4.6940, -2.9263], [3.0747, 0.4294, -3.6999], [2.3476, 3.4359, -2.2117], [1.5029, 4.5532, -1.5772], [1.1579, 0.0268, -1.7506], [-3.3714, -0.4862, 1.2441], [-1.5049, -4.7442, -2.4460], [2.0410, 4.2316, 0.8133], [0.1057, 1.3555, 7.8547], [-2.8571, 2.0081, 0.7536], [3.4260, -1.0089, -3.5276], [2.7897, 3.7099, 2.8997], [-1.3595, 2.0619, 0.4697], [-1.8861, -2.6096, -1.3788], [1.5798, 0.9551, 6.2160], [0.5848, 0.7449, -0.5194], [2.1959, -6.9713, -0.7282], [1.9509, -4.8537, 0.0087], [-3.2133, -2.5496, -1.8239], [-3.6567, -3.6254, -2.6115], [1.4622, 2.4628, -3.0422], [1.6321, 2.4197, 6.5728], [3.2373, -6.6605, 0.3224], [-0.8785, 1.1481, -0.6627], [-4.6247, -0.7548, 0.3672], [1.8756, 0.9535, -2.7983], [-3.1421, 2.9728, 1.1761], [-3.4584, 1.8922, -0.1483], [-4.6551, -3.6639, -3.0225], [2.6215, -6.9482, -1.7323], [1.6193, 3.0680, 5.6999], [2.5039, 2.6513, 7.1873], [-2.4553, 0.9209, 2.5245], [1.9165, -0.6782, -1.4051], [2.3781, 3.2498, 0.4765], [1.5165, 6.0688, -0.0889], [1.6952, -7.9227, -0.5707], [-3.4525, -1.1305, 2.1193], [-0.0307, -3.6878, -1.2698], [3.9541, 1.0612, -3.5734], [-1.0001, 1.6654, -1.6154], [1.6516, 2.6643, -4.0990], [-6.3831, -2.5415, -1.5717], [0.5421, 4.1312, -1.2754], [-5.2891, 0.1034, 0.4821], [-0.7686, 1.8460, 1.3619], [3.0580, 3.9137, -2.8828], [-4.2914, 0.1710, -3.5152], [4.1500, 2.4997, 1.7927], [-3.1721, -5.4978, -3.5535], [4.3300, -2.3813, -2.6225], [2.8428, 1.6222, 2.5405], [-1.1223, 3.0821, 0.1645], [-6.8374, -0.8690, -1.9010], [2.7487, 0.5854, -4.7345], [3.0148, -7.0579, 1.3139], [-2.4298, -0.7553, 0.7720], [-6.0400, -1.8748, -3.1651], [-1.4665, -1.8035, -0.7903], [-2.7913, 0.3966, -2.6838], [0.4030, -0.5753, -2.2703], [-0.8499, -5.5728, -2.6666], [-4.2559, 1.3085, -2.1969], [2.9920, -1.7316, -4.2204], [2.9267, 2.8915, -1.4651], [1.0163, 4.1477, 1.1754], [-4.1538, 1.2124, 2.3363], [1.0162, 0.7308, 5.3082], [1.1639, 1.6416, -0.2913], [0.6618, 0.0691, 0.3355], [1.2982, 5.2887, -2.3519], [-5.1485, -1.6175, 0.7772], [0.4013, 2.6479, -2.8910], [4.1981, 2.2391, 3.5434], [3.1423, 5.5543, -0.5067], [-1.4880, 0.2530, -0.7484]], "gap_ha": 0.3499, "max_force_ev_per_a": 1.0, "e_tot_ev": -64817.9316, "smiles": "[H]/N=C/CB(CCCCCCCC[Si](C)(C)c1ccccc1)CCCCCOC(C)=O.O=C1OC[C@@H](F)O1.O=C1OC[C@@H](F)O1", "relative_energy_kcal_mol": 0.00, "homo_energy_ha": -0.3371}

***

Molar mass, record by record: 709.92 641.63 Da